Entry 1:
Entry from the Open Molecules 2025 dataset: an isolated molecule of C9H18N2O3 in a non-equilibrium geometry (the ωB97M-V functional and the def2-TZVPD basis).

Computed properties:
SMILES string: CC(C)C[C@H](NC(=O)[C@H](C)N)C(=O)O
HOMO energy in eV: -9.522
E in eV: -18747.2513
F_max in eV/Å: 3.9
HOMO-LUMO gap in eV: 10.09
Energy above the lowest of the compared OMol25 structures with the same formula, charge and spin in kJ/mol: 170.29
LUMO in eV: 0.56

Geometry as ORCA input:
```
! RIJCOSX wB97M-V def2-TZVPD def2/J DEFGRID3
* xyz 0 1
C -4.008 -0.531 0.720
C -2.739 -0.194 -0.134
C -2.405 -1.409 -1.042
C -1.517 0.089 0.771
C -0.175 0.553 0.185
N 0.824 0.270 1.133
C 2.113 -0.129 0.967
O 2.934 -0.147 1.862
C 2.669 -0.458 -0.503
C 4.154 -0.781 -0.462
N 2.379 0.605 -1.451
C -0.415 2.111 -0.047
O -1.366 2.554 -0.639
O 0.579 2.919 0.316
H -3.717 -0.970 1.753
H -4.572 -1.301 0.100
H -4.560 0.377 0.931
H -2.914 0.699 -0.777
H -3.247 -1.698 -1.640
H -2.203 -2.313 -0.323
H -1.571 -1.291 -1.746
H -1.733 0.812 1.685
H -1.344 -0.906 1.209
H -0.005 -0.020 -0.738
H 0.822 0.370 2.146
H 2.122 -1.276 -0.858
H 4.654 0.081 -0.012
H 4.561 -1.091 -1.475
H 4.296 -1.576 0.281
H 3.105 0.880 -2.060
H 2.049 1.413 -1.002
H 1.229 2.358 0.850
*
```

Entry 2:
Entry from the Open Molecules 2025 dataset: a structure of composition C6H6F2Pd (the ωB97M-V functional and the def2-TZVPD basis).

Computed properties:
<S²>: 2.01
HOMO energy (spin up / spin down) in eV: -7.870 / -8.665
E in eV: -15231.0752
F_max in eV/Å: 0.1
HOMO-LUMO gap (spin up / spin down) in eV: 8.74 / 7.08
LUMO (spin up / spin down) in eV: 0.87 / -1.58

Geometry as ORCA input:
```
! RIJCOSX wB97M-V def2-TZVPD def2/J DEFGRID3
* xyz 0 3
Pd 0.386 0.706 0.477
C -0.444 -0.979 -0.993
C -1.088 0.251 -1.281
C -1.857 0.640 -0.136
C -1.652 -0.323 0.857
C -0.765 -1.329 0.331
H 0.216 -1.518 -1.653
H -1.021 0.791 -2.212
H -2.478 1.517 -0.060
H -2.077 -0.322 1.848
H -0.414 -2.198 0.863
F 2.928 0.649 1.737
C 2.431 0.752 0.451
F 2.969 -0.301 -0.253
H 2.867 1.664 0.027
*
```

Entry 3:
Entry from the Open Molecules 2025 dataset: a structure of composition C5H7NS2 in a non-equilibrium geometry (the ωB97M-V functional and the def2-TZVPD basis).

Computed properties:
HOMO energy in eV: -8.548
E in eV: -28456.8135
F_max in eV/Å: 4.6
HOMO-LUMO gap in eV: 9.24
Energy above the lowest of the compared OMol25 structures with the same formula, charge and spin in kJ/mol: 198.11
LUMO in eV: 0.69

Geometry as ORCA input:
```
! RIJCOSX wB97M-V def2-TZVPD def2/J DEFGRID3
* xyz 0 1
C -0.212 0.689 -0.150
C 0.792 -0.047 -1.122
C 0.456 -1.172 0.055
C 0.600 -0.015 1.056
C -1.566 -0.128 -0.185
H 1.034 2.733 0.227
H 0.468 -0.341 -2.127
H 1.788 0.372 -1.028
H 1.031 -2.108 0.286
H 1.568 0.444 1.368
H -0.115 0.018 1.859
H -1.490 -2.105 -0.055
N -0.979 -1.304 -0.086
S -0.352 2.528 -0.066
S -3.025 0.436 -0.031
*
```

Entry 4:
Entry from the Open Molecules 2025 dataset: a cluster of 32 separate species, C3H73BNO32P in total (the ωB97M-V functional and the def2-TZVPD basis).

Computed properties:
HOMO energy in eV: -9.019
E in eV: -81272.7528
F_max in eV/Å: 1.0
HOMO-LUMO gap in eV: 8.80
LUMO in eV: -0.22

Geometry as ORCA input:
```
! RIJCOSX wB97M-V def2-TZVPD def2/J DEFGRID3
* xyz 0 1
C 2.030 -2.310 2.626
C 1.916 -1.384 1.404
C 1.108 -0.098 1.596
O 0.080 -0.116 2.629
B -1.124 -0.624 2.322
P -1.478 -2.149 1.155
N -1.886 -1.751 -0.336
H 2.070 -3.346 2.277
H 1.178 -2.239 3.306
H 2.950 -2.112 3.175
H 2.915 -1.081 1.097
H 1.509 -1.913 0.540
H 0.645 0.169 0.643
H 1.763 0.732 1.866
H -2.063 -0.099 2.815
H -2.496 -2.891 1.788
H -0.373 -3.019 1.171
H -1.876 -0.745 -0.467
O -3.411 -0.480 4.956
H -3.855 0.038 5.639
H -2.476 -0.318 5.111
O -1.422 -3.422 -3.112
H -1.466 -3.147 -2.185
H -2.069 -4.132 -3.189
O -0.642 2.908 2.590
H -0.495 1.955 2.637
H -1.604 2.987 2.542
O -3.923 0.564 1.311
H -3.818 0.764 2.251
H -4.566 -0.152 1.290
O 4.322 0.221 -0.046
H 5.242 0.485 0.065
H 4.186 0.305 -0.999
O 5.422 1.303 -2.451
H 6.268 1.738 -2.590
H 4.786 2.032 -2.358
O -3.773 2.998 3.251
H -4.395 2.907 2.521
H -3.828 3.927 3.514
O 3.642 2.926 -0.788
H 3.721 2.134 -0.233
H 2.729 2.909 -1.100
O -4.095 -3.602 -1.330
H -3.246 -3.156 -1.173
H -4.709 -2.872 -1.461
O -3.538 5.955 3.472
H -2.770 6.326 3.023
H -4.220 6.634 3.413
O 0.407 -3.563 -5.701
H 1.278 -3.814 -5.366
H -0.202 -3.729 -4.970
O -3.827 1.078 7.785
H -4.287 1.596 8.453
H -2.894 1.251 7.943
O -2.743 6.140 6.401
H -2.362 7.022 6.360
H -3.134 6.001 5.528
O 4.421 -0.664 -4.817
H 4.685 -0.369 -3.938
H 3.834 -1.418 -4.673
O 2.024 1.548 -2.866
H 2.520 0.978 -3.468
H 2.168 2.431 -3.235
O -6.168 -5.768 -0.682
H -5.458 -5.264 -1.100
H -6.028 -5.628 0.261
O -5.502 8.363 4.674
H -6.107 8.311 3.925
H -5.566 9.281 4.961
O 0.803 -1.496 -3.549
H 0.182 -2.233 -3.450
H 0.636 -1.196 -4.448
O -8.902 -5.239 -0.003
H -8.112 -5.378 -0.550
H -8.997 -6.064 0.486
O 3.830 -3.585 -5.666
H 4.758 -3.325 -5.597
H 3.645 -3.536 -6.615
O 3.158 -2.214 -8.125
H 2.426 -2.434 -8.718
H 3.058 -1.273 -7.952
O -7.984 7.937 6.727
H -7.325 7.821 6.034
H -8.015 7.088 7.179
O 3.742 4.169 -3.441
H 4.316 4.665 -4.033
H 4.112 4.314 -2.559
O 1.699 -3.420 -1.307
H 1.707 -2.959 -2.157
H 1.782 -4.352 -1.531
O 6.722 -3.037 -4.173
H 6.749 -2.263 -3.605
H 6.804 -3.787 -3.570
O 0.226 -2.513 -8.253
H 0.466 -2.257 -7.356
H -0.336 -3.280 -8.115
O -8.370 -4.146 2.710
H -8.014 -3.268 2.554
H -8.672 -4.444 1.839
O 6.741 -5.919 -3.578
H 6.631 -5.597 -4.481
H 6.783 -6.875 -3.666
O 5.026 5.253 -0.058
H 5.178 5.556 0.844
H 4.405 4.512 0.024
O 5.243 -2.147 4.057
H 5.303 -1.730 3.191
H 5.313 -3.089 3.876
O 4.379 7.014 2.468
H 5.236 7.450 2.419
H 3.744 7.736 2.494
*
```

Entry 5:
Entry from the Open Molecules 2025 dataset: a cluster of 3 separate species, C2H9NO3 in total in a non-equilibrium geometry (the ωB97M-V functional and the def2-TZVPD basis).

Computed properties:
SMILES string: CC(N)=O.O.O
HOMO energy in eV: -9.799
E in eV: -9852.9735
F_max in eV/Å: 1.4
HOMO-LUMO gap in eV: 10.39
Energy above the lowest of the compared OMol25 structures with the same formula, charge and spin in kJ/mol: 64.94
LUMO in eV: 0.59

Geometry as ORCA input:
```
! RIJCOSX wB97M-V def2-TZVPD def2/J DEFGRID3
* xyz 0 1
C -1.820 -0.769 0.892
C -0.389 -0.340 0.750
N -0.199 1.014 0.609
O 0.559 -1.098 0.713
H -2.325 -0.789 -0.080
H -2.415 -0.191 1.591
H -1.824 -1.830 1.154
H 0.765 1.273 0.777
H -0.925 1.677 0.421
O 2.350 2.406 1.257
H 2.862 3.040 1.772
H 2.984 1.703 1.051
O 0.083 -2.372 -3.816
H -0.310 -2.099 -2.984
H 0.604 -1.625 -4.108
*
```

Entry 6:
Entry from the Open Molecules 2025 dataset: a cluster of 4 separate species, C9H23INO3 in total in a non-equilibrium geometry (the ωB97M-V functional and the def2-TZVPD basis).

Computed properties:
HOMO energy in eV: -4.336
E in eV: -25441.3727
F_max in eV/Å: 2.0
HOMO-LUMO gap in eV: 7.22
Energy above the lowest of the compared OMol25 structures with the same formula, charge and spin in kJ/mol: 32.11
LUMO in eV: 2.88

Geometry as ORCA input:
```
! RIJCOSX wB97M-V def2-TZVPD def2/J DEFGRID3
* xyz -1 1
I -1.437 -2.178 -2.789
O -1.961 -5.289 -4.566
H -1.248 -5.811 -4.188
H -1.836 -4.399 -4.172
O -5.101 -2.143 -2.340
H -4.305 -2.359 -2.862
H -5.700 -1.737 -2.974
C -1.715 1.532 1.752
C -0.401 1.417 0.919
C 0.507 2.486 1.517
C 2.000 2.336 1.242
C 2.427 0.904 1.561
C 1.576 -0.141 0.843
N 0.145 0.082 1.145
O -0.660 -0.937 0.632
C 1.895 -0.140 -0.673
C 1.952 -1.518 1.407
C -0.764 1.723 -0.553
H -2.452 0.860 1.312
H -2.081 2.552 1.606
H -1.529 1.379 2.810
H 0.196 3.515 1.342
H 0.511 2.330 2.607
H 2.600 3.032 1.839
H 2.278 2.632 0.220
H 2.445 0.793 2.647
H 3.455 0.789 1.202
H 2.623 -0.921 -0.895
H 1.021 -0.393 -1.279
H 2.241 0.833 -1.021
H 3.017 -1.685 1.216
H 1.828 -1.561 2.491
H 1.393 -2.337 0.961
H 0.135 1.667 -1.161
H -1.173 2.730 -0.637
H -1.499 0.978 -0.858
H -0.381 -1.020 -0.304
*
```

Question: The lowest F_max belongs to which entry?
Answer: C6H6F2Pd

Question: Which value of E does entry 2 give?
Answer: -15231.0752 eV

Question: Which of these has the lowest E?
Answer: C3H73BNO32P